Entry 1:
{
  "formula": "C4H7PS",
  "method": "the ωB97M-V functional and the def2-TZVPD basis",
  "homo_energy_ev": -8.84,
  "smiles": "C#CPSCC",
  "elements": ["C", "C", "C", "C", "P", "S", "H", "H", "H", "H", "H", "H", "H"],
  "positions_angstrom": [[-2.84277, 0.74569, 1.35243], [-1.76906, 1.23875, 1.11594], [1.45200, -1.50438, -1.08594], [0.56869, -0.29183, -0.84279], [-0.23884, 1.97107, 0.60967], [1.10410, 0.30897, 0.81739], [-3.69078, 0.41578, 1.87165], [2.44795, -1.35263, -0.86407], [1.17434, -2.32978, -0.56121], [1.60902, -1.86412, -2.04945], [-0.42099, -0.58778, -0.85555], [0.67515, 0.59256, -1.41086], [-0.06880, 2.65770, 1.90280]],
  "forces_ev_per_a": [[0.739, 0.514, 0.325], [-0.144, -0.159, -0.249], [-0.199, 1.861, -1.088], [2.378, -0.638, 1.197], [0.206, 0.480, 1.173], [-0.927, 0.526, 0.107], [-0.765, -0.427, -0.037], [2.223, 0.886, 1.163], [-1.206, -2.159, 1.867], [-0.738, -0.238, -2.365], [-2.184, -0.448, 0.266], [0.441, 0.419, -1.404], [0.174, -0.617, -0.955]],
  "nbo_charge": [-0.191, -0.392, -0.628, -0.487, 0.447, -0.065, 0.232, 0.213, 0.213, 0.219, 0.210, 0.217, 0.011]
}



Entry 2:
{
  "formula": "C4H8",
  "method": "the ωB97M-V functional and the def2-TZVPD basis",
  "homo_energy_ev": -9.88,
  "smiles": "C=C.C=C",
  "elements": ["C", "C", "H", "H", "H", "H", "C", "C", "H", "H", "H", "H"],
  "positions_angstrom": [[1.61948, -1.62645, 1.44359], [0.92129, -2.43205, 0.65152], [2.49359, -2.03844, 1.92496], [1.43758, -0.56535, 1.42408], [1.03178, -3.50801, 0.72430], [0.03593, -2.10700, 0.11619], [-1.59432, 2.52061, -0.67451], [-0.92513, 1.66085, -1.44202], [-1.18392, 2.86181, 0.26370], [-2.56057, 2.81248, -1.06845], [0.11645, 1.48378, -1.26316], [-1.39217, 0.93778, -2.10020]],
  "forces_ev_per_a": [[0.189, -0.453, -1.190], [-0.801, -0.184, 0.903], [-0.016, 0.253, 0.476], [0.103, 0.210, 0.266], [0.346, 0.004, -0.322], [0.171, 0.181, -0.137], [-0.027, -0.716, -1.180], [0.071, -0.380, 0.943], [0.064, 0.770, -0.281], [-0.401, -0.061, 0.909], [0.427, -0.394, 0.357], [-0.127, 0.771, -0.743]],
  "nbo_charge": [-0.387, -0.381, 0.195, 0.195, 0.189, 0.190, -0.391, -0.384, 0.202, 0.196, 0.182, 0.195]
}



Entry 3:
{
  "formula": "C4H8",
  "method": "the ωB97M-V functional and the def2-TZVPD basis",
  "homo_energy_ev": -7.10,
  "elements": ["C", "C", "C", "C", "H", "H", "H", "H", "H", "H", "H", "H"],
  "positions_angstrom": [[-0.60754, -1.18137, 0.27794], [-0.41501, 0.57631, 0.65077], [0.56166, 1.23267, -0.29044], [0.43926, -0.58453, -0.61731], [-1.59191, -1.45074, -0.14196], [-0.31454, -1.84652, 1.10722], [-1.42805, 0.89610, 0.52045], [-0.05442, 0.51199, 1.66049], [0.20735, 1.80795, -1.15781], [1.58237, 1.49082, 0.02129], [0.17997, -0.56325, -1.65549], [1.44084, -0.88943, -0.37515]],
  "forces_ev_per_a": [[0.042, 3.085, 0.852], [-1.857, -1.484, 1.550], [0.058, -3.675, -1.163], [1.788, 1.511, -1.536], [0.697, 0.368, 0.070], [0.104, 0.526, -0.581], [-0.467, 0.672, 0.556], [-0.285, 0.521, 0.561], [-0.060, -0.346, 0.629], [-0.689, -0.165, 0.167], [0.315, -0.558, -0.653], [0.354, -0.455, -0.453]],
  "nbo_charge": [-0.513, -0.324, -0.512, -0.313, 0.202, 0.204, 0.212, 0.214, 0.203, 0.205, 0.211, 0.212]
}



Entry 4:
{
  "formula": "C4H8",
  "method": "the ωB97M-V functional and the def2-TZVPD basis",
  "homo_energy_ev": -8.81,
  "elements": ["C", "C", "C", "C", "H", "H", "H", "H", "H", "H", "H", "H"],
  "positions_angstrom": [[-1.84988, -0.68174, 0.52819], [-1.76848, 0.58231, -0.11740], [2.13218, -0.14861, -0.66356], [-0.55719, 0.79410, 0.46870], [-1.33401, -1.67843, 0.29558], [-2.47630, 1.20993, -0.54881], [1.48602, 0.58171, -0.19393], [1.95418, -1.06818, -0.09313], [1.74460, -0.43219, -1.73683], [-0.44731, 1.47645, 1.23752], [3.14303, 0.17861, -0.74433], [-2.02684, -0.81396, 1.56801]],
  "forces_ev_per_a": [[4.136, -2.107, 0.991], [3.385, 1.531, 0.999], [-1.757, -1.440, -1.993], [-5.751, -4.038, -2.144], [-0.422, 1.893, -0.767], [-1.325, 0.887, -0.909], [0.157, 0.276, -0.360], [0.650, 0.169, 0.044], [0.624, 0.905, 1.947], [1.168, 1.409, 1.211], [0.758, -0.006, 0.191], [-1.623, 0.522, 0.790]],
  "nbo_charge": [-0.442, -0.171, -0.845, -0.226, 0.221, 0.186, 0.222, 0.214, 0.205, 0.216, 0.209, 0.211]
}



Entry 5:
{
  "formula": "C4H8",
  "method": "the ωB97M-V functional and the def2-TZVPD basis",
  "spin_multiplicity": 2,
  "homo_energy_ev": [-14.79, -15.38],
  "total_charge": 1,
  "elements": ["C", "C", "C", "C", "H", "H", "H", "H", "H", "H", "H", "H"],
  "positions_angstrom": [[-0.96037, 0.63866, -0.56145], [-0.55030, -0.43934, 0.18594], [0.83680, -0.44042, -0.66833], [-0.97245, -1.20921, 1.23366], [-1.27475, 1.31462, 0.56420], [-1.14978, 0.96958, -1.60419], [6.11301, 5.46323, -0.64764], [1.41724, -1.05338, 0.35016], [1.38383, 0.00787, -1.51328], [-1.12977, -2.24684, 1.08828], [6.40258, 4.89130, -0.94065], [-1.88448, -0.64458, 1.56420]],
  "forces_ev_per_a": [[-1.341, 2.814, 6.527], [4.358, -0.738, -8.054], [-1.449, -3.362, 6.414], [-2.673, 1.928, 0.166], [0.343, -0.314, -4.103], [0.553, -0.542, 0.878], [-0.622, 1.224, 0.628], [-0.504, 2.519, -3.360], [-0.746, -0.220, 0.328], [0.798, -1.110, 0.511], [0.622, -1.225, -0.628], [0.662, -0.974, 0.694]],
  "lowdin_spin": [0.061, 0.040, 0.323, 0.542, -0.022, 0.000, 0.000, -0.004, 0.019, 0.023, 0.000, 0.018]
}



Entry 6:
{
  "formula": "C4H8Ag3BBr4F4",
  "method": "the ωB97M-V functional and the def2-TZVPD basis",
  "homo_energy_ev": -15.31,
  "total_charge": 2,
  "elements": ["Ag", "Ag", "Ag", "B", "F", "F", "F", "F", "Br", "C", "C", "Br", "H", "H", "H", "H", "Br", "C", "C", "Br", "H", "H", "H", "H"],
  "positions_angstrom": [[1.00841, 1.84062, -1.10644], [-2.15806, -0.06868, 2.39877], [1.60871, 1.14687, 2.46359], [-0.09647, -0.40057, 0.25807], [1.26070, -0.30835, 0.60374], [-0.15079, -0.45730, -1.13283], [-0.80148, -1.40550, 0.89024], [-0.68677, 0.87623, 0.70852], [-4.56161, -0.71568, 1.13015], [-3.90101, -0.11031, -0.59139], [-4.96382, 0.69221, -1.30612], [-5.04787, 2.51532, -0.56484], [-3.65695, -1.04004, -1.09994], [-3.00226, 0.45028, -0.36788], [-5.94692, 0.27094, -1.10492], [-4.84423, 0.65556, -2.38620], [5.17741, 0.33534, 2.23976], [4.31565, 0.15956, 0.46998], [4.71787, -1.12646, -0.23611], [3.53236, -1.27688, -1.71779], [4.69738, 0.99195, -0.11937], [3.25272, 0.21516, 0.64602], [4.48684, -1.96548, 0.42380], [5.76018, -1.27481, -0.49881]],
  "forces_ev_per_a": [[-0.008, -0.381, -0.497], [-1.138, -0.323, 0.040], [0.582, -0.225, 0.158], [-0.895, -0.655, -1.142], [0.243, 0.181, 0.869], [-0.115, 0.539, 0.575], [0.555, 0.349, -0.019], [0.551, 0.125, -0.024], [0.324, 0.070, 0.926], [-0.039, -0.167, -0.427], [-0.394, 0.007, 0.584], [0.164, -0.553, -0.479], [0.003, 0.108, -0.192], [0.038, 0.115, -0.258], [0.010, 0.002, -0.010], [0.326, 0.511, 0.022], [-0.625, 0.047, -0.180], [1.603, 0.184, -0.237], [-0.641, -0.682, 1.657], [-0.249, 0.007, -0.847], [-0.291, 0.220, 0.164], [0.071, -0.141, -0.214], [-0.097, -0.004, -0.142], [0.021, 0.666, -0.330]],
  "nbo_charge": [0.974, 0.897, 0.960, 1.323, -0.593, -0.537, -0.533, -0.624, 0.009, -0.433, -0.465, 0.016, 0.250, 0.207, 0.248, 0.256, 0.016, -0.446, -0.485, 0.050, 0.234, 0.170, 0.237, 0.266]
}



Energy above the lowest of the compared OMol25 structures with the same formula, charge and spin in eV, matching the order above: 1.589, 1.835, 3.534, 5.251, 7.508, 0.000
F_max in eV Å⁻¹, matching the order above: 3.1, 1.4, 3.9, 7.3, 9.2, 1.9